Entry from OMol25: the ion C3H7N4 with charge +1 (the ωB97M-V functional and the def2-TZVPD basis).

```
14
Properties=species:S:1:pos:R:3
C 1.5331 -0.8956 0.2084
C -2.0866 0.3060 0.0705
C -0.9361 1.2226 0.0340
N -1.7110 -1.2005 -0.1255
N -0.5624 -1.4297 -0.2346
N 0.4007 -0.5794 -0.3350
N 2.4981 -0.0545 -0.1434
H 1.6549 -1.7760 0.7951
H -2.6885 0.2201 0.9905
H -2.7797 0.2738 -0.7935
H -0.5264 1.5776 -1.0013
H -0.4115 1.4889 0.8318
H 3.3627 0.0289 0.3412
H 2.2527 0.8176 -0.6381
```

The total energy comes out at -337.1275 Ha. The orbital gap (spin up / spin down) is 8.393 / 8.390 eV. The HOMO energy (spin up / spin down) comes out at -14.20 / -14.20 eV. The maximum force is 0.1347 Eh/bohr. As for the net charge: +1. The energy relative to the best compared isomer or geometry (same formula, charge and spin) comes out at 464.0 kJ/mol.